ORCA calculation (ωB97M-V/def2-TZVPD) on C47H37N7O2PRu as an isolated structure.

Output
Charge ... +2
DFT total energy ... -75720.17633 eV
Relative energy (zero: lowest compared OMol25 entry of this formula, charge and spin) ... 34.2 kcal/mol
HOMO level (spin up / spin down) ... -10.165 / -13.503 eV
LUMO (spin up / spin down) ... -6.1 / -8.7 eV
2S+1 ... 6
HOMO-LUMO gap (spin up / spin down) ... 4.09 / 4.77 eV

Positions of all 95 atoms, in Å:
Ru: 0.79 0.05 -0.50
C: 0.22 3.56 -0.60
C: -0.17 2.81 -1.83
C: -0.74 3.53 -2.87
C: -1.17 2.89 -4.03
C: -1.01 1.53 -4.11
C: -0.42 0.83 -3.06
N: 0.00 1.47 -1.91
C: -0.22 -0.60 -3.12
C: -0.54 -1.43 -4.18
C: -0.28 -2.79 -4.08
C: 0.31 -3.32 -2.92
C: 0.63 -2.47 -1.88
N: 0.35 -1.14 -1.99
C: 1.26 -2.84 -0.64
C: 1.61 -4.16 -0.36
C: 2.23 -4.48 0.82
C: 2.49 -3.45 1.72
C: 2.13 -2.15 1.42
C: 2.44 -1.10 2.44
N: 1.53 -1.83 0.26
H: -0.06 4.61 -0.70
H: 1.30 3.53 -0.45
H: -0.27 3.16 0.28
H: -0.86 4.60 -2.76
H: -1.62 3.45 -4.84
H: -1.33 0.99 -4.99
H: -0.99 -1.04 -5.08
H: -0.52 -3.45 -4.90
H: 0.52 -4.38 -2.86
H: 1.38 -4.93 -1.08
H: 2.51 -5.50 1.05
H: 2.97 -3.66 2.67
H: 2.85 -1.55 3.33
H: 1.55 -0.54 2.71
H: 3.19 -0.39 2.06
O: 7.30 3.56 0.53
N: 6.78 2.94 -0.38
O: 7.30 2.73 -1.46
C: 5.45 2.47 -0.13
C: 4.84 2.96 1.11
C: 3.56 2.61 1.46
C: 2.90 3.08 2.64
C: 1.62 2.68 2.89
C: 0.98 1.81 2.00
N: 1.58 1.34 0.89
C: 2.83 1.73 0.62
C: 3.43 1.21 -0.59
N: 2.66 0.37 -1.31
C: 3.15 -0.16 -2.44
C: 4.42 0.12 -2.90
C: 5.23 0.98 -2.18
C: 4.75 1.57 -0.99
H: 5.42 3.63 1.73
H: 3.43 3.76 3.30
H: 1.08 3.02 3.76
H: -0.04 1.49 2.16
H: 2.50 -0.83 -2.99
H: 4.76 -0.33 -3.82
H: 6.22 1.21 -2.53
N: -0.89 -0.23 0.27
P: -2.33 -0.54 0.86
C: -2.93 0.99 1.59
C: -2.89 2.12 0.77
C: -3.31 3.34 1.28
C: -3.76 3.43 2.59
C: -3.80 2.31 3.40
C: -3.38 1.08 2.91
C: -2.20 -1.82 2.12
C: -1.21 -1.65 3.10
C: -1.05 -2.61 4.08
C: -1.86 -3.73 4.09
C: -2.84 -3.90 3.12
C: -3.01 -2.95 2.13
C: -3.55 -1.07 -0.36
C: -4.90 -0.83 -0.09
C: -5.86 -1.26 -1.00
C: -5.47 -1.92 -2.16
C: -4.13 -2.16 -2.41
C: -3.16 -1.74 -1.51
H: -2.55 2.03 -0.25
H: -3.29 4.22 0.65
H: -4.08 4.39 2.98
H: -4.16 2.38 4.42
H: -3.42 0.19 3.53
H: -0.59 -0.76 3.07
H: -0.29 -2.48 4.84
H: -1.74 -4.48 4.86
H: -3.48 -4.77 3.14
H: -3.77 -3.08 1.37
H: -5.19 -0.30 0.81
H: -6.90 -1.08 -0.80
H: -6.22 -2.25 -2.86
H: -3.83 -2.68 -3.31
H: -2.11 -1.94 -1.68